# 1
Density functional theory data (wB97M-V/def2-TZVPD) for C5H6O as an isolated structure.

Its spin multiplicity is 1. As for the molar mass: 82.1 g/mol. For the energy above the lowest of the compared OMol25 structures with the same formula, charge and spin, the calculation gives 96.8 kcal/mol. The calculation puts the HOMO energy at -8.78 eV. The energy is -7325.08495 eV.

Each line ends with the natural charge from an NBO analysis.
Atoms and positions in Å:
1 O -0.9957 2.2236 0.1617  -0.49
2 C -0.5674 1.1081 0.0706  0.61
3 C -1.0834 -0.1751 -0.5591  -0.54
4 C 0.0477 -0.9386 0.1772  -0.31
5 C 1.3702 -1.1290 -0.3404  -0.15
6 C 0.6684 0.4567 0.7110  -0.49
7 H -2.1119 -0.4108 -0.2690  0.24
8 H -1.0002 -0.2121 -1.6494  0.24
9 H -0.2631 -1.5676 1.0127  0.22
10 H 1.4124 -0.6024 -1.3191  0.11
11 H 1.6228 0.7811 0.2667  0.29
12 H 0.7707 0.5222 1.7951  0.26

# 2
Density functional theory data (wB97M-V/def2-TZVPD) for C24H13BrF4N5O4Sn as an isolated structure.

Its spin multiplicity is 1. As for the molar mass: 710.0 g/mol. As for the charge: +1. For the energy above the lowest of the compared OMol25 structures with the same formula, charge and spin, the calculation gives 24.8 kcal/mol. The calculation puts the HOMO energy (alpha / beta) at -11.88 / -11.88 eV. The energy is -127475.16531 eV.

Each line ends with the natural charge from an NBO analysis.
Atoms and positions in Å:
1 Sn 1.0620 2.0982 -3.1705  1.54
2 O 3.0786 -0.1308 -1.2807  -0.58
3 C 2.9952 1.0507 -1.0557  0.78
4 O 2.7547 1.9983 -1.9360  -0.91
5 C 3.2156 1.5630 0.3774  -0.16
6 N 2.5527 2.9150 0.5563  -0.54
7 C 3.6381 3.9643 0.6655  -0.22
8 C 4.8860 3.2599 0.1548  -0.43
9 C 4.6944 1.8314 0.6631  -0.41
10 H 2.7517 0.8571 1.0602  0.25
11 H 1.9344 2.9092 1.3673  0.44
12 H 1.9348 3.0692 -0.2613  0.49
13 H 3.7307 4.2217 1.7186  0.22
14 H 3.3342 4.8449 0.1067  0.24
15 H 5.7901 3.7308 0.5340  0.25
16 H 4.9168 3.2823 -0.9343  0.23
17 H 4.8803 1.7811 1.7374  0.22
18 H 5.3267 1.0939 0.1741  0.26
19 F -3.1843 -4.2468 -3.5250  -0.27
20 C -2.7879 -4.0408 -2.2821  0.37
21 C -3.0912 -4.9433 -1.3383  0.36
22 F -3.7776 -6.0133 -1.6775  -0.25
23 C -2.6918 -4.7935 0.0519  -0.09
24 C -1.9977 -3.5495 0.3422  0.43
25 C -1.6910 -2.6569 -0.6061  0.30
26 F -1.0567 -1.5403 -0.2587  -0.28
27 C -2.0263 -2.8412 -1.9999  0.00
28 C -1.6633 -1.9580 -2.9746  -0.26
29 C -0.8805 -0.7933 -2.7056  0.48
30 N -0.2320 0.1380 -2.5499  -0.46
31 C -1.9868 -2.0781 -4.3649  0.23
32 N -2.1737 -2.0938 -5.4991  -0.19
33 F -1.6581 -3.2912 1.5894  -0.27
34 C -2.9304 -5.7391 0.9963  -0.11
35 C -3.5963 -6.9809 0.7320  0.22
36 N -4.0956 -8.0058 0.5885  -0.16
37 C -2.5273 -5.6071 2.3668  0.23
38 N -2.2159 -5.5727 3.4722  -0.18
39 Br -3.3162 4.0835 3.5492  0.11
40 C -2.1291 2.9943 2.5733  -0.08
41 C -1.3838 2.0287 3.2339  -0.23
42 C -0.5119 1.2267 2.5089  -0.20
43 C -0.3680 1.4096 1.1401  -0.24
44 C -1.1223 2.3827 0.4911  -0.15
45 C -2.0194 3.1676 1.2013  -0.20
46 C -0.9766 2.5901 -0.9867  0.79
47 O -1.9011 2.5792 -1.7605  -0.58
48 O 0.2896 2.7826 -1.3610  -0.95
49 H -1.4958 1.8957 4.3011  0.24
50 H 0.0446 0.4484 3.0172  0.23
51 H 0.3021 0.7753 0.5705  0.22
52 H -2.6246 3.9028 0.6873  0.25